Record 1
{"formula": "C32H31IIrP", "method": "ωB97M-V with the def2-TZVPD basis set", "elements": ["C", "H", "H", "H", "C", "C", "C", "C", "C", "H", "C", "C", "H", "H", "C", "H", "H", "H", "H", "C", "H", "H", "H", "I", "C", "H", "H", "C", "C", "H", "H", "C", "C", "C", "C", "H", "C", "H", "H", "H", "H", "C", "H", "P", "H", "C", "Ir", "C", "C", "C", "C", "H", "H", "C", "C", "H", "H", "C", "C", "H", "H", "C", "C", "H", "C", "C"], "xyz": [[1.616601, -2.030187, -2.029995], [-0.479181, 2.724714, 3.462469], [3.545127, 0.540799, 1.076932], [1.394393, 5.191199, -1.418375], [0.204514, 3.498160, 0.883322], [2.381553, -2.474400, 2.331075], [-5.169952, -0.407263, -0.493898], [0.365629, -1.879449, 3.506167], [-1.904554, -4.306912, -0.615865], [-1.464161, 4.253797, 2.030238], [-5.237744, -2.782327, -0.496823], [-1.111021, -3.187517, -0.563342], [-3.949307, -4.987429, -0.628980], [3.374621, -2.906543, 2.327893], [2.257687, -2.167440, -3.253382], [2.943034, -2.991612, -3.409494], [-1.147631, -0.896959, 2.348731], [-0.213582, -1.852063, 4.421907], [3.956177, 2.603730, -1.021638], [-0.156757, -1.347001, 2.338758], [2.044049, -2.875312, 4.409956], [-1.346955, 4.919302, 0.401450], [-0.042225, -3.340059, -0.527995], [-3.107907, 1.526129, -0.822077], [1.865249, -1.935211, 1.158122], [2.473083, -1.935009, 0.263157], [-0.282591, 4.698606, -1.612564], [-3.015623, -1.661113, -0.536273], [2.025316, -1.252301, -4.271493], [2.630125, 0.578202, 2.590827], [0.742802, 1.444641, 3.589405], [0.891202, 2.633114, 1.806608], [2.006027, 2.046556, 1.143463], [-1.606632, -1.859701, -0.499336], [0.746426, -0.958557, -1.806432], [-1.463063, -5.294663, -0.651749], [3.010535, 2.090485, -1.219586], [2.690556, 2.366258, -2.223737], [3.221953, 1.018206, -1.211207], [2.525562, -1.366200, -5.225910], [-5.794783, -3.713173, -0.488257], [0.592759, -1.377020, 1.156181], [1.190243, 3.124849, 3.854324], [-0.197315, -0.638000, -0.287557], [3.822535, 1.821689, 2.245577], [1.153374, -0.190716, -4.065785], [-0.537163, 1.678996, -0.160162], [3.047857, 1.193652, 1.794670], [2.002404, 2.464931, -0.182789], [-3.281223, -4.132514, -0.598788], [0.521735, -0.044537, -2.840373], [1.818472, -2.760529, -1.257806], [-5.685477, 0.545490, -0.492670], [-5.911718, -1.558923, -0.450393], [1.637138, -2.450552, 3.499341], [-0.147551, 0.796760, -2.685856], [0.996659, 3.845164, -2.477088], [-3.760316, -0.435612, -0.565350], [0.894948, 3.386221, -0.372674], [0.972146, 0.525778, -4.857101], [-6.993432, -1.511089, -0.401060], [0.735967, 4.324987, -1.534638], [0.558069, 2.466713, 3.249369], [-0.240347, 5.458372, 1.655158], [-0.768607, 4.586012, 1.260556], [-3.839681, -2.845620, -0.547161]], "atomic_forces_ev_per_a": [[0.007, -0.019, -0.110], [0.041, 0.003, -0.022], [-0.032, 0.014, 0.006], [0.000, -0.038, 0.014], [-0.393, 0.411, 0.005], [0.044, 0.015, -0.002], [0.156, -0.098, -0.025], [0.019, -0.014, -0.021], [-0.255, -0.056, -0.026], [-0.006, -0.017, -0.014], [-0.198, 0.143, -0.001], [-0.008, 0.311, 0.086], [0.075, 0.064, 0.016], [-0.038, 0.014, 0.007], [-0.019, 0.011, 0.045], [-0.045, 0.034, 0.005], [0.075, -0.029, 0.001], [0.035, -0.007, -0.066], [-0.025, -0.003, -0.015], [0.068, 0.011, 0.046], [-0.032, 0.044, -0.067], [-0.014, -0.010, -0.023], [0.006, 0.067, -0.012], [-0.235, 0.132, -0.103], [0.136, 0.047, 0.069], [0.004, 0.076, 0.223], [-0.024, -0.004, 0.008], [-0.092, 0.113, 0.005], [-0.005, 0.032, -0.031], [-0.023, -0.036, 0.000], [-0.006, 0.068, -0.034], [-0.229, -0.011, 0.179], [0.188, -0.265, 0.281], [0.068, -0.185, -0.002], [0.017, -0.124, -0.022], [-0.047, 0.043, -0.002], [-0.031, 0.009, 0.009], [-0.010, -0.010, 0.045], [-0.030, 0.035, 0.011], [-0.029, 0.014, 0.061], [0.009, 0.085, -0.004], [-0.089, -0.053, 0.104], [-0.009, -0.006, -0.010], [-0.361, 0.210, -0.331], [-0.049, 0.009, -0.020], [0.017, -0.017, -0.005], [1.261, -0.745, 0.509], [-0.090, 0.003, -0.054], [0.065, 0.054, -0.347], [0.152, -0.129, -0.004], [0.120, -0.049, -0.020], [-0.066, -0.003, -0.195], [0.075, -0.029, -0.002], [-0.027, -0.300, 0.011], [-0.073, -0.007, 0.067], [-0.045, 0.042, 0.005], [-0.015, -0.007, -0.009], [0.001, 0.133, 0.012], [-0.379, 0.288, -0.372], [-0.006, -0.028, 0.027], [0.100, -0.062, -0.006], [0.159, -0.018, 0.078], [0.003, -0.064, -0.033], [0.016, -0.040, -0.012], [0.192, -0.020, 0.072], [-0.074, -0.034, 0.016]], "relative_energy_kj_mol": 105.4, "spin_multiplicity": 5, "e_homo_ev": [-12.3, -13.4], "gap_ha": [0.19846, 0.13646], "s_squared": 6.041, "fmax_ev_per_a": 1.551, "charge": 2}

---

Record 2
{"formula": "C11H20Br3Cl8CuO3", "method": "ωB97M-V with the def2-TZVPD basis set", "elements": ["C", "C", "H", "Cl", "C", "Cl", "C", "O", "Br", "H", "H", "C", "H", "H", "H", "H", "C", "Cl", "H", "H", "Cu", "H", "Cl", "C", "H", "Cl", "H", "H", "C", "H", "H", "H", "H", "O", "Cl", "H", "Br", "H", "Br", "C", "C", "H", "O", "Cl", "Cl", "C"], "xyz": [[11.280311, 7.913703, -13.731665], [8.981530, 11.611178, -13.732947], [5.686660, 8.298798, -11.457251], [13.649271, 14.585657, -12.575742], [6.538310, 15.818193, -14.174332], [9.787893, 6.895838, -13.420129], [5.697320, 16.436754, -16.161830], [6.572433, 15.842638, -12.923445], [14.245568, 8.605454, -9.721813], [9.936225, 12.134229, -13.788548], [11.132145, 8.815518, -13.137631], [8.524710, 11.916209, -12.282283], [12.414568, 10.085738, -8.539475], [6.207404, 9.740607, -12.364470], [9.371262, 10.609582, -13.914631], [6.864526, 15.258506, -17.380381], [7.350125, 15.057059, -15.192033], [4.857208, 11.092172, -8.279854], [7.179804, 13.982371, -15.256366], [5.486161, 17.373193, -16.678160], [7.427769, 15.123771, -10.897019], [7.801069, 16.563107, -16.601583], [7.561233, 9.997033, -9.042487], [12.340352, 13.801152, -11.549174], [12.521144, 12.732306, -11.435192], [3.919222, 8.950142, -12.989053], [4.895950, 15.751075, -16.437074], [6.258478, 11.993120, -9.862741], [5.647650, 8.807006, -12.420740], [7.034845, 12.023431, -8.200502], [9.148692, 11.503899, -11.489342], [11.420137, 14.020210, -12.090766], [8.180312, 11.900562, -14.412948], [5.622337, 16.554463, -14.810000], [6.535431, 7.842473, -13.624497], [11.251022, 7.993179, -14.818372], [11.171310, 9.472476, -10.644501], [8.411332, 15.109542, -14.948773], [11.734856, 7.709952, -7.819777], [6.447160, 11.464231, -8.928525], [12.377511, 9.140878, -9.081674], [7.602421, 11.344786, -12.177599], [8.181985, 13.231190, -11.899970], [12.725727, 7.198471, -13.071233], [12.280959, 14.647460, -10.008333], [7.014458, 15.822058, -16.459495]], "atomic_forces_ev_per_a": [[-1.575, -0.683, 0.396], [0.946, 1.206, 1.418], [-0.254, 0.019, -0.236], [-0.777, -0.905, 0.567], [-1.097, 0.182, 1.927], [0.873, 0.450, 0.120], [-1.210, -0.387, -2.506], [0.475, -0.422, -1.545], [-1.967, 0.054, 0.975], [-0.230, 0.825, -0.939], [-0.080, 0.101, -0.798], [-0.476, -0.054, -0.137], [0.414, -0.335, 0.013], [-0.748, 0.188, -0.045], [-0.948, -0.466, 0.402], [0.650, -0.281, 0.159], [0.842, -0.131, -0.032], [0.326, -0.138, -0.036], [-0.705, 0.059, 0.316], [0.203, 0.128, 0.335], [-0.207, -0.148, -1.476], [-0.167, 0.126, -0.265], [-0.792, 0.593, -0.618], [0.656, 1.185, -1.038], [0.153, 0.295, 0.038], [1.296, 0.336, 0.732], [-0.139, -0.061, -0.311], [0.604, -0.446, -0.106], [-0.469, -0.539, -0.625], [-0.544, 0.396, -0.226], [0.258, -0.060, 0.122], [0.091, -0.262, 0.161], [0.566, 0.000, -0.271], [0.619, 0.470, 3.906], [0.027, 0.030, 0.228], [0.649, 0.363, 0.315], [1.109, -0.556, 1.640], [0.001, 0.220, 0.126], [1.199, 1.177, -1.551], [0.422, -0.413, 0.920], [-0.744, -0.409, -0.857], [-0.678, -0.032, 0.558], [0.384, -0.933, -0.781], [0.372, -0.285, -0.184], [-0.185, -0.353, 0.237], [0.858, -0.105, -1.031]], "spin_multiplicity": 3, "e_homo_ev": [-14.7, -14.7], "gap_ha": [0.25101, 0.09065], "s_squared": 2.014, "fmax_ev_per_a": 3.983, "charge": 2}